(1)
{"formula": "C4H11NO", "method": "the ωB97M-V functional and the def2-TZVPD basis", "e_above_lowest_kj_mol": 195.51, "max_force_ha_per_bohr": 0.0722, "smiles": "C1CCNC1.O", "lumo_ev": 0.941, "species": ["H", "H", "H", "C", "H", "H", "C", "H", "H", "H", "C", "N", "C", "H", "H", "O", "H"], "xyz": [[1.13467, 0.42874, 2.04339], [-0.76871, -1.12809, 1.77800], [-0.26176, 0.24562, -1.49146], [-0.58155, -1.29730, -0.18764], [0.39569, 1.49105, 0.88037], [2.28007, -0.82051, 0.06386], [0.36977, -0.58689, -1.01501], [2.13008, 0.73041, -0.58129], [-1.46189, 1.48467, -0.88501], [-2.43724, 2.25718, 0.08397], [1.44279, -0.05048, -0.14067], [-0.64148, -0.45931, 1.02996], [0.58298, 0.38498, 1.06998], [0.82362, -1.26246, -1.76602], [-0.03326, -2.21177, 0.20208], [-1.47611, 2.21966, -0.28160], [-1.49768, -1.42549, -0.80293]], "atomic_forces_ev_per_a": [[-0.6, -0.7, -0.6], [0.4, 0.7, 0.5], [1.5, -0.9, 0.1], [0.8, -1.3, 1.8], [-0.6, -1.4, 0.3], [-1.7, 0.4, 0.1], [0.7, 1.0, -3.5], [-1.4, -0.2, 0.3], [-0.2, -0.5, -0.2], [2.6, -0.3, -1.0], [2.5, -0.1, 0.9], [-0.7, 0.4, 0.0], [1.0, 1.6, 0.4], [-0.6, 0.6, -0.2], [-1.3, 0.0, -1.2], [-2.7, 1.1, 1.2], [0.2, -0.4, 1.1]], "nbo_charge": [0.20, 0.36, 0.17, -0.23, 0.21, 0.20, -0.41, 0.22, 0.46, 0.48, -0.43, -0.64, -0.25, 0.22, 0.17, -0.94, 0.20]}


(2)
{"formula": "C54H138N10O17", "method": "the ωB97M-V functional and the def2-TZVPD basis", "e_above_lowest_kj_mol": 14.93, "max_force_ha_per_bohr": 0.0505, "smiles": "COC[C@H](C)N.COC[C@H](C)N.COC[C@H](C)N.COCCNCCOC.COCCNCCOC.COCCNCCOC.COCCNCCOC.COCCNCCOC.COCCNCCOC.COCCNCCOC", "lumo_ev": 0.536, "species": ["O", "H", "H", "C", "H", "C", "H", "O", "H", "O", "O", "H", "H", "C", "H", "H", "C", "H", "H", "C", "N", "H", "H", "H", "H", "H", "H", "H", "H", "N", "H", "H", "C", "N", "C", "H", "C", "H", "H", "O", "H", "H", "H", "C", "H", "N", "H", "C", "C", "H", "N", "H", "C", "H", "H", "H", "H", "H", "H", "C", "O", "H", "C", "H", "H", "H", "H", "H", "H", "C", "H", "H", "H", "H", "H", "H", "H", "C", "H", "H", "H", "H", "C", "C", "H", "O", "H", "H", "C", "C", "O", "H", "H", "H", "C", "H", "O", "N", "H", "H", "H", "H", "H", "H", "N", "C", "H", "C", "N", "C", "H", "H", "O", "C", "N", "H", "H", "C", "C", "H", "H", "O", "H", "C", "H", "H", "H", "C", "C", "H", "C", "H", "O", "H", "N", "H", "C", "H", "H", "O", "H", "H", "H", "H", "H", "C", "H", "C", "H", "C", "H", "H", "C", "C", "H", "H", "C", "H", "H", "H", "H", "H", "O", "H", "C", "C", "H", "H", "H", "H", "H", "H", "H", "H", "C", "H", "C", "H", "H", "H", "H", "H", "C", "C", "H", "H", "C", "H", "H", "O", "O", "H", "C", "C", "H", "H", "C", "H", "C", "H", "C", "H", "H", "O", "H", "H", "H", "C", "H", "H", "H", "C", "H", "H", "H", "H", "C", "C", "H"], "xyz": [[-9.19591, -0.96659, -1.29139], [7.31898, 3.07312, -4.78515], [-11.07307, -1.94937, -1.43139], [-0.57933, 6.45865, 1.60303], [-5.90042, 2.12480, -0.62542], [1.06375, -5.01624, 5.91478], [4.95067, -4.24161, 1.00506], [6.89185, 1.73469, 4.95500], [7.21680, 2.03726, -3.42860], [0.13669, -1.21911, 4.09399], [1.30934, -0.50264, 0.08459], [5.86285, -0.48771, -1.70593], [0.74249, 8.81747, -1.45067], [2.01051, 4.41347, -1.32490], [-3.85953, -7.42011, 0.80835], [-4.17555, 5.63543, 1.57907], [-8.81979, -1.26208, -2.65124], [-4.24369, -6.64746, -4.10394], [1.28136, -3.21951, -0.06619], [4.22914, -1.38758, 4.42207], [-1.67045, -1.91795, -4.65176], [0.41509, 0.80994, 3.45973], [5.50975, 2.39872, 0.17133], [-0.32485, -1.41267, -1.40934], [2.91298, 2.96907, 2.85932], [-6.90814, -1.44072, -3.72615], [-2.97595, 6.03149, 0.56444], [0.33387, -5.81205, 6.06329], [-5.81247, 6.00769, 0.09116], [-6.80461, -2.44825, -1.85907], [5.77435, 2.74059, 3.44761], [5.35438, -0.90150, 2.94688], [-4.78846, -1.39692, -0.72928], [-3.94002, 6.22601, 0.79432], [3.28966, -1.40467, -2.46366], [-1.09454, 0.04663, 2.96264], [-0.23670, 7.57036, 0.53759], [-6.06821, -1.22387, -8.16343], [0.24569, 1.08201, 0.82473], [0.93495, 7.17286, -0.22754], [-3.63309, 4.10031, -0.83024], [1.61036, -5.23911, 4.99846], [-6.33494, 2.13478, -2.36944], [-5.33416, -2.51242, -1.63298], [0.25979, 6.25948, 2.26960], [4.85303, -2.01758, -0.59375], [2.30282, -1.79869, -2.70655], [-4.67420, 4.29589, -0.57345], [4.12748, -2.44772, -1.81598], [1.56284, -4.74194, 8.01836], [3.30115, 3.74063, -1.64593], [3.45199, -3.25524, -1.53361], [-0.06866, -5.93240, 1.28141], [6.37821, 4.55863, -2.74199], [8.69768, 2.39114, 4.13677], [-1.42981, 6.67681, 2.24892], [4.22520, -1.28626, 5.50734], [4.69187, 1.29283, -0.95102], [-2.13414, -5.59057, 1.91953], [-7.30304, -1.38139, -2.71194], [-3.40335, -1.52603, -0.45786], [4.84604, -2.83152, -2.54017], [-5.27154, -1.86718, -7.78984], [-5.13856, -3.48496, -1.18131], [-1.60680, -2.15768, 3.56181], [-5.22259, -7.26196, -0.97276], [-3.50337, -2.41947, 1.43808], [-11.10496, -0.31994, -1.69012], [-2.40857, 4.34740, 2.37090], [1.99041, 3.18849, 3.39674], [-0.58889, -0.40781, 0.68599], [-3.80566, -2.99964, -5.74145], [3.63792, 1.24272, -3.54312], [0.39641, -5.76612, 2.25309], [-9.32633, -2.13851, -3.05544], [-5.32886, 6.61143, -2.12450], [-1.59855, -7.31855, 1.83796], [1.95972, -0.73765, 1.31510], [-3.47100, -1.19587, -4.14429], [-9.24227, -0.47333, -3.27372], [-0.83796, 3.01174, -3.86753], [-1.31952, -1.48810, -3.80785], [-3.54439, -2.02462, -6.15277], [0.11204, 0.23434, 0.15265], [0.34388, -3.67761, 3.65913], [5.43623, 3.05133, -3.92027], [-5.62354, -6.88967, -3.14805], [7.71611, 3.72116, 4.65831], [5.95826, -1.09414, -0.80524], [-5.61757, 2.46935, -1.62008], [-4.14152, -5.89637, -2.11856], [2.35304, 0.35925, -4.25595], [6.83348, 1.39467, 3.00968], [4.44125, -4.51900, 8.24816], [3.84728, -3.62812, 8.04413], [1.75372, 2.37633, 4.08410], [3.96163, -0.84371, -3.62579], [5.31181, -0.54608, 3.89133], [0.53906, 3.13783, -4.95035], [5.61482, -4.65867, 2.58576], [3.23343, -1.10587, 4.07959], [-2.86651, -2.11272, -7.00178], [2.99987, -0.59515, -1.79374], [3.80002, 1.76549, 0.45216], [0.36280, -3.73124, 5.80875], [-4.79857, 5.80329, -0.25280], [8.53362, 2.62394, 5.83286], [-4.50001, 6.74251, -1.42886], [-0.95924, 5.17354, 0.99677], [-1.52082, 1.54761, -1.21523], [3.08919, 3.00027, -2.29941], [-10.86022, -0.90917, -0.06802], [-4.75398, -1.34284, -6.53598], [7.97717, 2.69038, 4.89797], [-0.86228, -0.68664, -1.86118], [-1.33768, -1.78133, 5.26508], [6.45221, 1.51798, -4.92380], [-0.32847, -3.58021, 4.51152], [-0.35829, 0.55709, -1.26589], [6.81856, -0.85073, 1.16015], [0.45228, -6.77635, 0.82924], [0.02183, -4.67764, 0.61469], [-0.76761, 3.10571, 3.62359], [5.55036, 3.84982, -2.72314], [5.24290, -3.37466, 4.41401], [-4.47340, -1.91230, -8.53082], [-4.05461, -5.69820, 0.43906], [6.30853, -0.22894, 0.42439], [-10.54959, -1.05143, -1.10309], [-1.48220, 3.17533, 1.64195], [1.47856, 8.23829, -0.89314], [7.07374, 0.49388, 0.14142], [4.57816, -2.94759, 2.55906], [1.29943, -1.35097, 1.92826], [-2.12406, -6.49132, 0.05152], [4.17588, 1.03219, 3.14668], [1.34977, -4.20694, 0.39031], [4.53383, 5.51347, -1.88180], [0.11788, 4.91632, -2.39610], [5.18802, 0.44445, 0.90100], [3.93892, 0.51454, -5.08707], [1.46663, 5.01914, -3.36809], [2.17784, 7.92064, -1.66657], [-1.13371, -4.29325, 4.33477], [3.29211, -3.40056, 8.95413], [6.63939, 2.38213, -4.28637], [-4.48693, 7.77657, -1.08440], [4.81112, 1.56530, 0.09762], [-0.18866, 4.75644, 3.78753], [3.43617, 0.34938, -4.13416], [-4.64490, 1.99476, -1.74972], [4.16826, -1.67347, 0.06410], [-2.44816, 0.27535, -5.29546], [-3.56930, -6.62223, 0.12481], [-1.92225, 0.69667, -4.43872], [1.96100, -4.83214, -0.26055], [1.07462, 4.41682, -2.54856], [2.22227, 5.46622, -1.13789], [4.38260, 1.06289, 4.84616], [-1.86789, -5.69031, -0.50783], [-5.15694, -5.26514, -3.82429], [-4.88914, 3.80407, 0.37525], [2.94222, -3.70324, 6.89998], [0.43264, 0.87698, -1.94427], [0.17315, 2.64705, -4.04850], [-0.33208, 3.94226, 3.07716], [4.58840, -2.85810, 7.82985], [3.70008, 4.95932, -3.29437], [-5.74573, -2.84723, -7.73748], [-0.92217, 0.47981, 4.61336], [0.15090, 1.55841, -4.09815], [-5.28576, -1.36506, 0.24014], [6.84248, -1.66844, -1.08172], [1.51128, 3.96680, -0.46505], [-0.35591, 0.10135, 3.76234], [2.25882, 4.01392, 4.05608], [-1.39640, 4.20375, 1.99280], [-4.91829, -0.42475, -1.20481], [1.92842, -4.10963, 1.30890], [-3.36215, 0.86568, -5.36072], [-3.80998, -7.92121, -1.67194], [2.35041, 0.06190, 1.94454], [-1.56109, -6.33583, 1.36789], [4.91483, 0.83363, 3.92299], [-3.34038, -3.56212, 0.13972], [-1.16329, 7.77393, 0.00083], [2.09630, -4.87108, 7.07664], [-4.82395, -2.64545, -2.58695], [-1.80452, -0.83358, -1.52849], [0.95558, 3.60985, 2.48857], [0.96575, 3.01154, -2.89459], [-0.03624, 8.49723, 1.07502], [4.38111, -2.86695, 3.98083], [-4.19646, -7.00169, -1.23239], [3.86455, -4.84897, 2.26791], [-1.95380, 1.64185, -2.21109], [-2.83952, -1.18563, -5.03268], [2.81030, -1.37132, 1.06398], [-4.82304, -6.16882, -3.31441], [1.01165, -2.97695, 5.98230], [6.11978, 1.75252, 3.75176], [5.82328, 3.34132, -1.79847], [-1.93761, 0.51511, -6.22817], [-5.54103, 3.89583, -1.59611], [-1.99260, -2.51711, 0.50162], [-0.13458, 4.84239, 0.51681], [-6.97704, -0.38364, -2.41815], [-0.85728, -2.13519, 4.35290], [-3.55661, 6.61784, -1.96042], [-1.16978, 2.53902, -0.92894], [3.51238, -3.46181, 4.26286], [-3.08052, -2.54753, 0.44164], [-1.84078, -2.82838, -4.24903], [-7.20865, -2.19115, -0.96983], [2.04322, 8.93303, -0.27136], [2.76840, -5.72705, 7.13745], [4.74745, -4.23928, 2.07595], [4.22967, 4.60891, -2.40845], [-2.27058, 1.21029, -0.49955]], "atomic_forces_ev_per_a": [[1.2, -0.9, -0.6], [0.0, 0.1, -0.4], [0.7, -0.9, 0.0], [0.2, -0.4, -0.6], [-0.6, -0.1, 0.1], [1.0, 1.5, 0.7], [-0.1, 0.4, 0.0], [0.2, 1.8, 0.2], [-0.3, -0.2, 0.4], [1.7, 1.6, -1.2], [0.9, 0.7, -0.4], [-0.6, 0.5, 0.0], [-0.4, 0.1, 0.1], [0.5, 0.5, -1.5], [0.2, 0.0, 0.2], [0.3, 0.1, 0.6], [-0.3, -0.1, 0.1], [0.9, -0.3, 0.2], [-0.1, 0.0, 0.0], [0.4, -1.0, -0.2], [1.8, -0.6, 0.4], [0.3, -0.5, 0.2], [-0.1, 0.1, 0.3], [0.2, -0.6, -0.3], [-0.4, -0.2, -0.4], [-0.3, -0.5, -0.2], [0.4, -0.2, -0.1], [0.2, -0.1, 0.4], [-0.3, -0.1, -0.2], [0.4, 0.3, 0.3], [0.1, 0.4, 0.3], [0.5, 0.6, -0.5], [0.3, -0.1, -0.5], [0.3, -0.3, 1.5], [-0.5, 1.7, -1.1], [0.0, -0.2, -0.4], [0.1, -1.3, 1.7], [0.2, 0.4, 0.2], [0.2, 0.7, -0.2], [-2.0, -0.6, 1.2], [0.3, -0.2, -0.1], [0.2, -0.1, -0.3], [0.1, 0.2, 0.0], [-0.8, -0.5, 0.1], [0.4, 0.5, 0.0], [-0.2, -0.5, -0.5], [-0.1, -0.3, -0.7], [0.2, 1.4, 0.2], [0.8, 0.0, 1.1], [-0.1, -0.2, 0.2], [0.0, 0.8, 0.3], [0.2, -0.2, 0.1], [-0.8, 0.4, 0.4], [0.1, 0.4, -1.0], [0.0, -0.2, -0.4], [0.0, 0.9, -0.1], [-0.1, -0.4, 0.1], [0.2, -0.1, -0.1], [0.0, 0.1, 0.6], [0.1, 1.0, -0.4], [-0.3, 0.1, -0.4], [0.0, -0.1, 0.0], [0.2, 0.6, 0.6], [-0.1, 0.0, 0.3], [-0.2, 0.2, -0.3], [-0.6, 0.3, -0.3], [-0.2, 0.4, 0.2], [0.1, 0.7, -0.1], [0.2, 0.8, 0.4], [-0.3, 1.1, 0.3], [-0.8, -0.1, -0.2], [0.2, -0.3, 0.0], [0.4, -0.1, 0.5], [-0.2, -0.3, 0.5], [0.0, -0.6, 0.5], [0.2, 0.2, -0.4], [-0.1, 0.1, 0.5], [-0.2, -1.7, -0.1], [-0.9, 0.4, -0.1], [0.5, 0.5, -0.2], [-0.3, -0.1, -0.2], [0.7, 0.8, 0.1], [-0.4, 2.0, 0.8], [0.6, 0.2, 0.4], [0.4, -0.4, -0.3], [0.2, 0.0, 1.1], [-0.5, 0.4, 0.1], [-0.6, 0.0, 0.2], [0.5, -0.1, -0.2], [0.0, 0.4, 0.5], [0.1, -0.2, 0.1], [-0.2, -0.5, -0.3], [-0.4, -0.2, -0.7], [-0.3, -0.5, -0.4], [-0.3, 0.5, -0.9], [-0.4, -0.4, -0.4], [-0.2, -0.8, 0.9], [-0.9, -1.5, 0.4], [0.2, -0.3, -0.2], [0.1, -0.5, 0.0], [-0.3, 0.4, -0.2], [0.1, -0.1, -0.1], [0.5, 0.2, 0.4], [0.2, 0.7, 0.0], [-0.9, -1.0, -0.7], [0.1, 0.5, -1.7], [-0.4, 0.2, 0.1], [-1.0, -0.2, -0.3], [-0.5, 0.2, -0.6], [0.7, 0.3, -0.2], [-0.2, -0.4, 0.1], [0.6, 0.1, 0.1], [-0.1, -0.9, -1.2], [0.0, -1.3, -0.1], [0.1, -0.2, -0.1], [-0.5, -0.4, 0.3], [-0.4, 0.2, 0.0], [0.8, 1.9, 0.4], [-1.0, -0.4, 0.4], [-0.7, 0.0, 0.6], [0.3, 0.2, -0.7], [0.4, -0.3, -0.6], [0.4, -0.3, 0.4], [-0.7, 0.7, -0.2], [0.3, 0.2, 0.5], [0.1, 0.0, -0.1], [-0.2, 0.2, 0.3], [0.4, -0.6, -1.4], [-2.2, 0.3, 0.0], [0.0, 0.1, -1.3], [0.7, 1.3, -1.4], [0.2, 0.2, -0.3], [-0.7, 1.6, 0.1], [-0.1, 0.0, 0.4], [-0.1, -0.3, -0.2], [0.0, 0.2, -0.4], [-0.1, 0.1, 0.1], [-0.3, -0.1, 0.6], [-0.5, -0.4, 0.6], [-0.1, 0.2, 0.5], [-0.2, 0.0, -0.1], [0.6, -0.3, -0.4], [0.1, -0.5, 0.1], [-0.1, -0.1, 0.5], [-0.1, 0.2, 0.0], [0.3, 0.5, 0.4], [-0.2, 0.0, 0.2], [-0.8, -1.1, 0.3], [0.0, 0.2, 0.1], [-0.1, 0.4, -0.2], [0.3, 0.1, -0.6], [0.3, 0.3, 0.0], [-1.3, 0.2, -0.3], [0.1, -0.4, -1.7], [0.3, -0.3, -0.1], [-0.3, -0.4, -0.3], [0.1, -1.1, -0.1], [0.0, -0.1, 0.5], [0.3, 0.0, 0.4], [-0.1, 0.1, -0.2], [-0.3, 0.2, 0.6], [-0.2, -0.5, 0.2], [0.4, -1.0, 1.0], [0.3, 0.5, 0.7], [0.1, 1.1, 1.3], [0.3, -0.1, 0.6], [-0.3, 0.2, 0.0], [0.5, 0.1, -0.6], [0.3, -0.3, 0.5], [0.2, 0.3, 0.3], [0.2, 0.2, -0.2], [-0.5, -0.1, 0.0], [0.3, -0.3, 0.3], [0.2, -0.1, 0.0], [-0.7, -1.1, 0.5], [-0.1, 0.4, 0.1], [1.9, -0.9, 0.0], [0.0, 0.1, 0.0], [-0.2, 0.1, 0.4], [-0.3, 0.0, 0.0], [0.7, 0.1, -0.1], [-0.3, 0.8, -0.5], [1.2, 0.2, -0.2], [0.4, 0.4, -0.5], [-0.2, 0.0, -0.5], [0.3, -0.3, -0.9], [-0.2, 0.3, -0.5], [0.1, 0.7, -0.2], [-0.4, -0.1, 0.1], [-0.7, -0.6, 0.2], [-0.3, 0.5, -0.6], [0.3, 0.1, 0.2], [0.6, 0.0, -0.3], [-0.1, 0.3, 1.0], [-0.1, -0.3, 0.1], [-0.2, -0.1, 0.0], [-0.5, -0.7, -0.1], [-0.1, 0.1, 0.3], [-0.1, -0.4, -0.9], [0.1, 0.1, -0.3], [0.4, -0.7, 0.5], [-0.3, -1.1, -0.2], [0.4, -0.5, 0.1], [-0.1, -0.8, -0.1], [0.0, -0.1, 0.3], [0.0, -0.4, -0.1], [0.4, 0.3, 0.4], [-1.2, -0.9, 0.7], [0.1, -0.6, 0.2], [0.0, 0.1, 0.1], [-0.3, 0.1, 0.1], [0.9, -0.4, 0.2], [-0.7, -0.6, -0.6], [-0.2, -0.5, 0.5], [-0.1, 0.1, 0.5], [-0.2, -0.3, 0.0], [0.4, -0.3, 0.3], [0.2, -0.8, -0.2], [-0.1, 0.0, 0.0]], "lowdin_charge": [-0.17, 0.08, 0.08, -0.18, 0.08, -0.19, 0.08, -0.19, 0.08, -0.20, -0.19, 0.10, 0.09, -0.16, 0.12, 0.06, -0.20, 0.08, 0.07, -0.18, 0.02, 0.06, 0.08, 0.07, 0.07, 0.12, 0.03, 0.12, 0.14, -0.04, 0.12, 0.07, -0.18, 0.04, -0.20, 0.08, -0.15, 0.08, 0.12, -0.19, 0.12, 0.10, 0.09, -0.17, 0.10, -0.03, 0.12, -0.22, -0.17, 0.12, -0.04, 0.10, -0.20, 0.11, 0.08, 0.12, 0.11, 0.07, 0.11, -0.21, -0.22, 0.13, -0.10, 0.09, 0.11, 0.11, 0.09, 0.08, 0.11, -0.09, 0.11, 0.11, 0.06, 0.10, 0.12, 0.07, 0.12, -0.09, 0.11, 0.12, 0.08, 0.02, -0.17, -0.19, 0.10, -0.19, 0.08, 0.08, -0.20, -0.10, -0.18, 0.08, 0.11, 0.08, -0.09, 0.07, -0.18, -0.02, 0.09, 0.09, 0.10, 0.12, 0.11, 0.08, -0.05, -0.45, 0.08, -0.06, -0.06, -0.05, 0.07, 0.09, -0.20, -0.10, 0.07, 0.12, 0.08, -0.18, -0.38, 0.12, 0.12, -0.20, 0.11, -0.20, 0.12, 0.08, 0.10, -0.22, -0.17, 0.10, -0.16, 0.12, -0.23, 0.08, -0.06, 0.08, -0.09, 0.11, 0.11, -0.22, 0.09, 0.11, 0.08, 0.12, 0.08, -0.10, 0.07, -0.08, 0.11, -0.11, 0.07, 0.06, -0.04, -0.21, 0.04, 0.09, -0.18, 0.09, 0.12, 0.10, 0.08, 0.12, -0.22, 0.11, -0.08, -0.21, 0.08, 0.11, 0.08, 0.09, 0.07, 0.13, 0.11, 0.10, -0.08, 0.09, -0.20, 0.11, 0.07, 0.07, 0.12, 0.08, -0.22, -0.23, 0.07, 0.11, -0.19, 0.11, 0.04, -0.20, -0.24, 0.12, -0.17, -0.22, 0.07, 0.06, -0.44, 0.06, -0.12, 0.10, -0.21, 0.09, 0.08, -0.16, 0.08, 0.07, 0.09, -0.25, 0.07, 0.07, 0.10, -0.10, 0.07, 0.09, 0.09, 0.11, -0.13, -0.18, 0.08]}


Here are the calculated E numbers, same order: -288.94255, -3966.40628 (hartree).